1.
75
Properties=species:S:1:pos:R:3 method="wB97M-V/def2-TZVPD" lumo_energy_ev="-2.9 / -2.9" s2=8.755 total_energy_ha=-10966.93619 gap_ev="7.21 / 7.23" multiplicity=6 total_charge=+1 relative_energy_kj_mol=0.0 e_homo_ev="-10.091 / -10.131"
Br -0.09544 4.90904 5.39552
Br -2.41890 4.37205 0.31863
Ge -3.43858 0.68019 0.14808
Mn -0.26096 -0.40887 0.61366
S 3.60786 -0.81412 -1.07063
S 1.94551 1.99370 -0.21718
O 0.67486 2.67687 -0.20696
O -1.77856 1.36715 0.78757
O 2.63996 1.86867 -1.46860
N 1.49702 -1.77023 0.05020
N 5.29534 4.55607 3.90645
N 1.63853 0.49392 0.40315
N -0.29254 0.31426 2.75638
C 2.42472 3.74466 1.79177
C -0.66410 1.61978 2.86561
C -1.21642 0.23972 -1.70418
C -3.85390 -0.20426 1.86499
C -1.32240 -2.94914 2.08849
C -4.05458 -0.90584 4.56686
C 0.49115 1.79243 4.97870
C 2.97037 2.75629 0.98353
C -1.66355 3.53286 1.81745
C 3.19842 4.35198 2.75662
C -2.91988 -1.46314 -1.85425
C 4.53860 3.97078 2.93377
C -1.35221 -3.21882 3.47044
C 3.31395 -2.51917 -1.15536
C -4.75460 0.42055 2.69135
C 0.82580 0.47302 4.85930
C -0.91091 -1.64685 -3.17200
C 2.16558 -2.82875 -0.52569
C -3.03346 -1.24253 2.37377
C 5.07164 2.96797 2.10726
C -0.25923 2.41959 3.96291
C -1.43031 2.17704 1.79949
C 2.15350 -0.62650 -0.14323
C -0.44865 -0.45207 -2.64053
C -0.60946 3.79110 3.95744
C 4.29635 2.37107 1.13753
C -2.13932 -1.98103 1.55418
C -3.10736 -1.56762 3.75094
C -2.15316 -2.13957 -2.79274
C -2.24185 -2.56100 4.27303
C -4.87502 0.05361 4.04610
C -4.74249 2.03851 -0.40031
C 0.42877 -0.22558 3.71240
C -2.45221 -0.27996 -1.28376
C -1.27664 4.33682 2.90178
H 6.10394 2.66870 2.24085
H 6.28490 4.39909 3.94485
H 1.75104 -3.82196 -0.43764
H -0.71010 -3.98617 3.88237
H -0.69326 -3.54531 1.43894
H 2.78040 5.13534 3.37743
H 0.49686 -0.03284 -2.96415
H -4.38351 2.51625 -1.30851
H -2.52911 -3.05558 -3.22976
H -5.69723 1.55012 -0.60013
H -5.60232 0.55228 4.67241
H -3.88493 -1.86277 -1.56226
H -2.30565 -2.79743 5.32855
H -5.37444 1.22500 2.31135
H 4.71824 1.61089 0.49157
H -0.31465 -2.18481 -3.89691
H -4.11792 -1.17809 5.61346
H -0.89236 1.22704 -1.38722
H -1.50223 5.39363 2.87735
H -4.87533 2.78850 0.37453
H 4.00100 -3.17811 -1.65896
H 1.40437 -0.03224 5.61924
H -2.27528 -1.94104 0.47784
H 1.39373 4.03455 1.63808
H 0.80380 2.36666 5.83947
H 4.94153 5.36229 4.38649
H 0.71586 -1.26124 3.57606



2.
80
Properties=species:S:1:pos:R:3 method="wB97M-V/def2-TZVPD" lumo_energy_ev="-5.3 / -7.7" s2=6.029 total_energy_ha=-5570.57814 gap_ev="7.42 / 5.07" multiplicity=5 total_charge=+2 relative_energy_kj_mol=0.0 e_homo_ev="-12.673 / -12.794"
Os -0.03390 -0.13656 -0.40209
I -8.46248 -1.91216 -1.77558
Se 1.15906 -2.27580 -0.59487
S 1.18452 1.27381 -2.22214
F 2.43698 -4.85033 -0.97017
F 1.12990 -5.95351 -5.36904
F 2.49127 -6.58445 -3.09746
F -0.31044 -3.62308 -5.48878
F -0.31071 -1.93350 -3.40420
O -1.55084 -2.66963 -0.83063
O -1.55264 -0.59956 -1.60249
N -1.57705 1.20902 0.38584
N 2.60575 -0.65508 -3.36920
N -3.63998 1.34557 1.16412
N 1.94322 -0.15778 3.30201
N 1.19857 0.21331 1.25184
N -1.15124 -1.29961 1.72688
N 0.88282 0.30385 -4.62517
C 1.08137 -5.14598 -4.32317
C 2.84062 2.07365 0.70316
C -2.13550 -1.71188 -1.35173
C -2.45453 0.71231 1.24031
C -2.22016 2.22550 -0.29883
C 1.78966 -5.46346 -3.15941
C -4.31203 -0.60266 -1.88168
C 1.56508 0.22967 -3.51203
C -6.34807 -1.85224 -1.76115
C 1.05392 -3.37543 -2.13267
C 0.35403 -3.09130 -3.29877
C -3.53677 2.31979 0.19566
C 2.98484 -1.45674 -4.39664
C 2.75391 0.82535 2.78098
C -2.68825 4.03316 -1.75240
C 4.42250 2.46793 2.51251
C 2.26214 1.07641 1.48399
C -3.59446 -1.76918 -1.61290
C -4.44921 3.24338 -0.28644
C -5.63808 -3.03045 -1.54987
C 1.03892 -0.49304 2.37113
C 3.91485 2.75590 1.24254
C 0.29027 -0.41680 -6.82302
C 4.14365 -2.35723 -4.18700
C 2.25955 -1.39100 -5.56265
C 1.16827 -0.49513 -5.64289
C 1.75656 -4.58499 -2.08513
C 0.35266 -3.95975 -4.38261
C 3.83987 1.50418 3.31058
C -3.99864 4.09986 -1.27073
C -0.00595 -1.54644 2.58667
C -2.16718 -0.37928 2.22958
C -4.26101 -2.98392 -1.46514
C -5.68949 -0.64078 -1.94602
C -1.78277 3.09974 -1.29088
H 0.41990 -2.52031 2.31620
H -0.74800 -0.36180 -6.50034
H 3.11400 -0.69033 -2.48811
H -6.25030 0.25954 -2.14362
H -0.77218 3.06022 -1.66592
H 2.45766 2.31220 -0.27706
H -3.68545 -3.87974 -1.28459
H -1.81050 0.08843 3.15582
H -1.56067 -2.17190 1.40465
H -5.45475 3.28591 0.09602
H 0.42716 -1.26398 -7.48750
H -2.37806 4.73768 -2.50765
H 5.07328 -1.79333 -4.28378
H 4.20970 1.28589 4.29817
H -4.67012 4.84552 -1.66399
H 0.49719 0.50722 -7.36562
H 4.37449 3.54452 0.66980
H -3.78172 0.32264 -2.04440
H 2.51427 -2.01936 -6.40060
H -0.27172 -1.58597 3.65338
H 4.16189 -3.14077 -4.93791
H 4.12664 -2.80951 -3.19642
H -4.44702 1.16332 1.73760
H -6.15495 -3.97177 -1.44097
H 2.03528 -0.56189 4.22097
H 5.27956 3.01507 2.87759
H -3.10529 -0.90121 2.45352



3.
84
Properties=species:S:1:pos:R:3 method="wB97M-V/def2-TZVPD" lumo_energy_ev="1.5 / 1.3" total_energy_ha=-3897.48822 gap_ev="4.35 / 3.94" multiplicity=1 total_charge=-1 relative_energy_kj_mol=187.8 e_homo_ev="-2.813 / -2.619"
Ti -0.21450 0.44760 -0.21430
S 1.02710 -2.04300 1.84870
O -2.57830 1.35500 -3.33540
O 1.77950 -1.12610 0.96310
O -2.25480 -2.23230 1.94590
O -4.35380 0.50750 -4.21450
O -1.49620 1.50600 0.80200
O -6.76690 -2.80400 0.32170
O -1.56450 0.13910 -1.36510
O -0.84230 -0.91410 0.88770
O -7.38730 -1.97630 -1.57380
O 0.92050 1.32450 0.96700
N -3.54850 0.61030 -3.29180
N -0.08130 -2.15060 -1.43160
N 1.22590 -4.49550 -0.68230
N 7.65010 -0.02930 -4.73180
N -0.01430 2.32930 -1.27810
N -0.98680 2.31180 1.69100
N 1.38920 0.17590 -1.42770
N 1.05430 4.90300 -1.40030
N 0.30600 2.21380 1.74520
N -6.55610 -2.13730 -0.68570
C 3.34710 1.30420 -2.27800
C 7.36590 0.95850 -3.89290
C 1.31730 2.53140 -1.51030
C 2.09870 -2.79200 4.22590
C 0.43080 3.87250 3.49460
C 1.81640 3.84270 -1.53690
C -4.29930 -1.69530 0.13540
C 5.22770 0.04010 -3.31240
C 2.07450 1.32230 -1.71850
C 6.19420 1.04480 -3.17170
C -2.01020 -1.45240 1.03670
C 5.53730 -1.00730 -4.19300
C -3.77670 -0.17150 -2.12730
C 2.58580 4.46320 4.38870
C 2.39370 -2.95950 2.75180
C -0.78920 3.40600 -1.19590
C 1.99680 -0.99800 -1.70390
C -3.04780 -1.13260 -0.00640
C 1.20460 4.60770 4.36530
C 1.72860 -1.32200 4.38790
C 3.19610 3.55480 3.53450
C 1.89380 -3.41240 -1.02100
C 1.25650 -2.21690 -1.38310
C -5.02200 -0.75550 -1.96820
C -0.74890 -3.25710 -1.13200
C 6.74140 -0.98680 -4.86590
C -2.72410 -0.34450 -1.16250
C 3.95960 0.09540 -2.60900
C 1.05250 2.96770 2.62540
C 0.64130 -1.05580 3.36550
C -0.26560 4.68430 -1.26560
C -0.10530 -4.41990 -0.73960
C 3.24290 -1.07560 -2.29180
C -5.28720 -1.52430 -0.83990
C 2.44280 2.80600 2.65610
H -0.64190 3.96630 3.47970
H 0.72730 5.29940 5.04210
H -5.78290 -0.60270 -2.72060
H 2.95110 -3.07240 4.84870
H -1.84810 3.22200 -1.05800
H 2.87590 4.03380 -1.64850
H 6.03210 1.86240 -2.48750
H -0.34150 -1.38360 3.70030
H 4.83240 -1.80450 -4.37220
H 2.60550 -0.70740 4.17140
H 3.82440 2.23850 -2.52580
H 3.32400 -2.47870 2.46010
H 4.26920 3.43060 3.56110
H 2.38870 -3.99210 2.41460
H -0.88720 5.56250 -1.17880
H 2.89350 2.08110 1.99260
H 1.24640 -3.41580 4.50260
H -1.82790 -3.20470 -1.20870
H 0.59890 -0.01940 3.04150
H 8.12920 1.72060 -3.79890
H 3.67070 -2.03900 -2.51500
H 3.17930 5.04820 5.07490
H 7.00060 -1.77570 -5.56210
H 1.39300 -1.09980 5.40190
H 2.97270 -3.47580 -0.96550
H -0.65240 -5.30540 -0.44950
H -4.51640 -2.28960 1.01150